No. 1
ORCA calculation (ωB97M-V with the def2-TZVPD basis set) on C14H31AlF2NO14PS2 as an isolated structure.

Geometry as ORCA input:
```
! RIJCOSX wB97M-V def2-TZVPD def2/J DEFGRID3
* xyz 3 2
F 1.68 -0.35 2.84
H -4.39 1.10 -0.73
H 9.43 -4.49 -0.83
S -0.16 1.04 0.17
O -1.33 -1.27 -2.44
H -2.30 7.38 3.06
P -2.74 -0.67 -3.09
C 4.87 -3.78 1.30
H -4.62 1.20 -2.95
O 7.47 -3.73 -0.92
N 0.69 1.15 1.46
H 0.59 -3.00 -4.47
O -2.95 -0.67 -4.58
C -0.22 -1.48 -3.20
Al 2.40 3.11 2.75
H -3.24 2.47 -0.51
C -3.68 -1.69 -0.83
H -3.36 1.07 4.02
O 5.68 -3.85 0.18
C -2.50 1.48 3.49
C -1.90 5.88 1.59
H -2.34 0.78 2.66
O 0.57 0.81 -1.13
C -2.73 7.07 2.10
O 7.71 -3.70 1.33
H -4.54 -1.42 -0.22
C 4.49 -2.38 1.83
O -2.49 4.67 1.97
S 0.63 -0.52 1.70
H 8.90 -3.58 -2.32
H -1.24 -2.99 -4.28
H -2.54 -3.35 0.05
H -4.11 -3.82 -0.82
H -0.06 -0.84 -4.07
H 3.92 -1.87 1.05
H -1.68 1.61 4.18
O -2.66 0.87 -2.52
C -0.27 -2.87 -3.81
H -4.93 2.69 -1.21
H 3.86 -4.17 1.11
H -2.68 -3.41 -1.62
C -1.82 3.80 2.74
H 5.38 -1.85 2.16
C -3.74 1.78 -2.66
O -2.75 2.81 3.07
O -0.50 -0.97 2.55
H -0.21 -3.62 -3.02
H -3.79 7.06 2.35
H -3.60 2.67 -3.26
C 8.79 -3.71 -1.24
F -0.31 2.71 0.10
H -2.59 7.86 1.36
O -4.02 -1.24 -2.15
C 7.04 -3.80 0.30
C -4.05 2.06 -1.12
H -2.97 -1.03 -0.33
H -0.86 6.02 1.90
H 3.70 -2.23 2.56
H 0.69 -1.33 -2.63
H -1.96 5.78 0.51
O 1.25 -1.53 0.85
H 5.37 -4.39 2.05
C -3.26 -3.14 -0.74
O -1.54 0.59 0.27
H 9.17 -2.75 -0.90
O -0.60 3.96 2.97
*
```

orbital gap (spin up / spin down)	3.96 / 2.95	eV

No. 2
ORCA calculation (ωB97M-V with the def2-TZVPD basis set) on a 11-piece molecular cluster, C43H76NO26 overall.

Geometry as ORCA input:
```
! RIJCOSX wB97M-V def2-TZVPD def2/J DEFGRID3
* xyz 1 1
H 0.47 0.43 -2.26
H 0.53 -0.21 2.35
C -6.48 3.33 2.63
C 0.75 3.28 1.95
H -6.91 3.28 3.63
C 1.75 -3.14 2.34
C 7.44 -3.83 -1.53
H 8.14 -3.64 0.48
O -3.28 2.39 1.85
C -6.66 1.87 2.09
O 6.22 -3.26 -1.98
C -0.56 7.11 2.13
H -3.20 -6.57 -3.21
C 1.62 -1.31 -2.63
H 1.68 -2.35 -2.28
O 2.10 -4.27 1.72
H -7.01 1.23 2.90
H -1.41 0.85 1.45
H 7.23 -4.89 -1.34
C -0.31 -4.95 -2.72
H 1.02 -2.29 6.73
H -0.11 1.85 -1.07
H -7.29 1.74 1.22
C 0.51 2.00 -0.20
H -0.58 5.55 4.60
O -3.26 0.65 5.12
H 1.80 3.54 1.83
C 1.45 5.85 -2.53
H -3.02 5.72 2.70
C -2.31 2.97 -2.40
H -1.58 -2.12 -4.60
C 0.82 4.63 -3.18
C 7.83 -2.97 -0.32
H -5.45 -2.90 -3.53
C 0.56 -4.81 -1.51
H 3.54 -1.45 -5.73
C -1.29 6.15 4.03
H 0.31 3.99 2.65
O -5.33 1.52 1.71
H -5.25 -5.09 -4.51
H -5.04 -4.43 -6.16
H 0.47 -3.77 -1.20
H 2.13 -2.70 -7.18
C -1.09 3.20 -3.26
C -0.01 3.18 0.67
H 0.32 4.07 0.13
O 0.67 -2.64 2.22
H -2.38 -8.12 -3.02
H -2.14 3.04 6.70
H 1.49 2.23 -0.63
H -2.16 2.53 -1.42
H 2.63 -1.00 -2.34
H -1.08 3.11 0.81
C -1.28 -6.58 -4.14
N 0.44 0.64 0.48
H 2.24 -0.47 -0.32
C -2.46 2.73 5.71
H -0.78 -7.24 -4.86
C -5.30 -2.96 -4.61
O 2.54 -1.50 -8.75
H 3.25 2.23 5.70
C -2.00 0.74 4.68
H -1.08 -0.73 0.93
C 5.69 -2.54 -1.00
H -1.90 -0.71 -5.77
O -1.49 1.93 5.09
H 1.27 -1.49 8.30
C 0.62 -0.52 -1.77
H 3.62 2.20 7.51
H 3.80 -3.01 -7.86
C 0.57 1.93 2.68
H -3.24 -7.61 -4.52
H 4.76 -1.21 -6.92
C 0.98 0.68 1.91
H -1.55 -5.70 -4.72
O 1.49 0.83 7.45
H 1.60 6.74 -3.14
H 2.47 5.58 -2.26
H 4.84 -2.86 2.41
C 3.01 -2.29 -7.66
C 2.99 2.56 6.71
C 3.97 -3.41 2.75
H -0.51 1.86 2.79
H 2.60 -2.00 7.32
H -7.08 4.10 2.14
H 3.83 -5.48 2.13
O -1.21 5.99 1.69
H 1.46 -1.42 -3.70
C 1.60 -0.20 6.61
H -1.54 0.48 -0.35
H 4.22 -3.81 3.73
O -4.14 -0.64 -3.71
C -3.56 -1.37 -4.46
O -0.62 7.27 3.45
O -5.08 3.50 2.63
C 2.55 -0.18 -8.41
H -2.62 3.65 5.14
C -1.03 0.31 0.59
O 1.97 0.63 -9.06
O -3.97 -2.54 -4.93
H -4.18 1.73 6.73
C -2.56 -7.31 -3.71
O 4.54 -2.22 -0.92
C 1.51 2.12 6.90
H 8.61 -2.27 -0.65
H -4.48 2.25 5.09
O 1.64 -0.10 5.41
H 0.97 -1.39 0.17
H -6.07 -2.25 -4.95
H 0.99 6.18 -1.59
H 1.12 1.89 3.62
O -1.48 -0.13 4.07
H 0.97 2.87 7.47
H -2.89 2.19 -2.91
C 1.15 -0.44 -0.33
C -2.08 -1.18 -4.80
O 2.82 -2.59 2.91
C 1.61 -1.56 7.27
H 3.07 3.65 6.60
C 3.50 -4.51 1.77
O 1.40 4.04 -4.05
H 0.04 -5.34 -0.71
H 1.07 2.17 5.90
O 3.07 0.00 -7.20
H -1.75 4.42 2.95
C -5.56 -4.31 -5.21
H -1.59 -0.49 -4.10
H 8.13 -3.81 -2.37
O -0.05 7.89 1.39
H -0.45 2.32 -3.23
O 6.65 -2.21 -0.10
O -0.38 4.31 -2.69
C 3.68 -1.21 -6.79
C -3.72 1.84 5.76
H -6.63 -4.48 -5.26
H -0.28 -1.13 -1.66
C -1.97 5.48 2.79
H 3.92 -4.37 0.77
H -2.90 3.89 -2.33
H 2.06 0.52 1.98
O -0.77 -4.03 -3.34
H 1.58 -5.18 -1.54
O -0.55 -6.26 -2.99
C -4.47 2.47 2.02
H -2.10 6.55 4.64
H -1.39 3.32 -4.30
*
```

orbital gap	10.12	eV

No. 3
ORCA calculation (ωB97M-V with the def2-TZVPD basis set) on a 2-piece molecular cluster, C5H16N2O overall.

Geometry as ORCA input:
```
! RIJCOSX wB97M-V def2-TZVPD def2/J DEFGRID3
* xyz 0 1
C 1.17 1.04 0.41
H -0.38 -1.28 2.30
C 0.35 -0.99 1.63
H 2.16 1.84 -2.69
H 1.69 -1.21 -0.56
H 0.21 0.57 3.36
H 1.18 2.13 0.42
C 0.90 0.59 -1.06
H 1.42 -1.02 -2.22
H 0.43 1.42 -2.97
N 1.63 -0.61 -1.29
O -5.49 -3.71 -1.95
H 2.24 0.74 0.70
H -4.60 -3.68 -1.89
C -0.09 1.23 2.46
H 0.36 -1.76 0.86
H -1.08 1.42 2.68
N 0.15 0.47 1.20
H 1.30 -1.14 2.24
C 1.14 1.68 -2.18
H -5.62 -2.94 -1.31
H 0.50 2.17 2.71
H 0.74 2.66 -1.89
H -0.30 0.37 -0.96
*
```

SMILES	C[C@@H](N)CN(C)C.O
orbital gap	9.01	eV
relative energy (zero: lowest compared OMol25 entry of this formula, charge and spin)	2.877	eV

No. 4
ORCA calculation (ωB97M-V with the def2-TZVPD basis set) on a 2-piece molecular cluster, C9H14 overall.

Geometry as ORCA input:
```
! RIJCOSX wB97M-V def2-TZVPD def2/J DEFGRID3
* xyz 0 1
H 1.72 0.08 2.22
C 0.66 1.71 3.16
H -2.29 0.61 -0.64
C -1.02 -0.40 -2.24
H -1.58 -0.31 -4.47
C -1.43 0.00 -0.92
H 1.69 -0.17 3.94
H 0.48 -1.47 -3.50
C 1.72 0.66 3.20
H -0.83 -0.35 1.13
H -0.34 1.14 3.18
C 0.75 -1.71 -1.38
H 0.67 2.40 3.97
H 2.69 1.13 3.44
H 0.94 -1.74 0.79
C 0.05 -1.24 -2.45
H -1.38 1.17 -3.47
C -1.71 0.20 -3.48
H 1.57 -2.38 -1.47
C -0.72 -0.53 0.11
H -2.80 0.27 -3.34
C 0.39 -1.33 -0.12
H 0.79 2.27 2.32
*
```

SMILES	Cc1ccccc1.CC
orbital gap	9.97	eV
relative energy (zero: lowest compared OMol25 entry of this formula, charge and spin)	1.227	eV

No. 5
ORCA calculation (ωB97M-V with the def2-TZVPD basis set) on a 9-piece molecular cluster, C27H60F12N9O24S12 overall.

Geometry as ORCA input:
```
! RIJCOSX wB97M-V def2-TZVPD def2/J DEFGRID3
* xyz -3 1
H 6.33 1.97 3.73
H -5.36 -1.50 -1.40
O -4.41 1.52 -2.13
N -7.52 -0.92 -1.34
C -7.15 -0.01 -0.06
C -0.77 -1.41 0.18
H 1.25 -0.19 -1.90
O -1.53 -6.51 0.81
H -6.77 -1.82 -4.02
O 1.23 -6.67 -0.45
H 0.02 1.38 -0.39
H -2.19 1.09 2.89
F 2.24 -1.90 -3.57
S 6.95 -0.11 -1.24
C 7.61 2.64 2.11
H -9.11 0.19 -1.82
O 5.72 -0.24 -2.00
H 7.98 1.36 3.82
F 0.01 -2.77 4.72
H 7.27 5.42 4.77
O 5.79 0.29 1.37
H 2.89 3.45 0.18
H -2.85 -1.38 -0.42
C 1.41 -1.42 1.38
C -6.18 -1.16 -2.02
H -9.20 -2.95 -2.78
H 2.05 -0.78 1.99
H 8.31 5.29 2.53
H 2.43 5.19 0.35
H -5.38 -2.58 -3.46
S -1.46 0.50 -4.24
S -2.64 -1.49 -4.54
H 0.89 -2.14 2.01
H -5.73 -0.27 -2.45
S 1.44 -2.16 5.18
C 1.87 0.28 -1.13
H 8.59 3.58 4.93
H -6.84 1.85 1.72
H 1.28 1.37 0.76
H -6.38 -0.49 0.55
C -8.25 -2.17 -0.87
C 7.25 5.07 2.65
N 2.49 -3.35 4.54
O 3.20 -4.07 -3.52
O 4.84 -1.77 0.17
H -6.51 -4.03 -1.92
H 6.75 5.95 2.24
C -7.14 -3.51 -2.65
O -2.03 1.51 -5.11
O -3.79 -0.90 -5.19
H -8.41 2.18 2.25
O -1.75 0.58 -2.80
C -6.36 -2.26 -3.11
F 2.62 -4.72 -7.32
C -7.78 1.35 1.92
N -4.57 4.20 -2.05
C -2.79 -0.11 1.30
H -2.07 0.21 -0.63
O 2.31 -5.86 -5.27
H 2.32 4.03 1.62
H -7.32 -4.22 -3.46
H 3.06 0.79 -2.69
H -0.34 -1.60 -0.80
H 2.65 -0.31 -0.65
N 1.99 -3.09 -5.51
H 0.45 0.89 2.49
O 7.46 1.26 -1.09
H 7.05 3.12 5.50
H 3.22 1.95 -1.25
H -7.78 -2.73 -0.06
H 7.13 3.73 -0.53
C 2.95 4.35 0.79
O -6.69 3.21 -0.93
H -7.59 0.78 2.83
S -4.15 2.73 -1.33
H 5.40 2.67 1.00
C 0.85 0.76 -0.03
H 5.82 4.70 4.19
N 6.86 3.93 1.68
O 1.29 -2.16 6.63
N 0.35 -0.42 0.79
F -1.26 -6.58 3.20
H 8.67 2.89 2.10
S -5.81 4.39 -1.15
H 1.88 2.09 -2.36
H -2.99 -0.88 2.05
S 1.06 -5.56 0.48
H -1.81 1.81 1.28
C -8.37 0.67 0.65
C -1.78 0.91 1.89
C -8.45 -3.18 -2.02
H 7.54 1.95 1.27
C -0.33 0.27 2.04
C 7.38 2.24 3.60
C 2.58 1.38 -1.92
H -8.83 -4.10 -1.59
H -9.23 -1.80 -0.57
F 4.73 -3.80 4.11
O 0.78 -4.21 0.07
H -0.78 -2.32 0.78
O 0.42 -4.90 -6.56
H -7.60 0.61 -2.86
O 4.33 -2.14 5.70
O -4.20 2.70 0.15
H -0.42 -0.58 2.71
F 2.63 -5.45 0.91
F 6.38 -1.95 2.01
S -0.81 -5.73 1.83
F -2.49 2.98 -1.45
H -8.58 1.48 -0.04
N -1.12 -0.82 -4.85
H -9.18 -0.01 0.91
N 7.26 -1.18 -0.02
N 0.60 -6.00 2.04
C -2.13 -0.68 0.00
H 5.14 3.27 2.66
F 7.99 -0.64 -2.34
O 1.50 -0.82 4.62
H 4.53 5.51 1.94
F -2.59 -2.95 -5.19
S 1.72 -4.72 -5.96
C 7.41 4.35 0.33
C 7.57 3.39 4.58
C 6.90 4.67 4.07
F 0.03 1.03 -4.07
S 6.00 -1.05 0.72
O -5.64 5.30 0.00
O 3.90 -1.69 3.33
H 4.84 5.19 0.22
O -1.38 -4.43 2.21
H 1.89 -2.00 0.59
H -6.58 0.78 -0.56
F -6.66 5.18 -2.27
C -8.28 -0.13 -2.46
H 7.09 5.35 0.06
H -8.60 -0.73 -3.32
H 8.50 4.27 0.35
S 3.73 -2.57 4.46
O 0.71 -3.78 -3.54
O -2.91 -1.87 -3.14
S 2.00 -3.43 -4.02
C 4.42 4.78 1.14
C 5.30 3.56 1.62
H -3.68 0.49 1.12
*
```

orbital gap	5.90	eV